No. 1
# C18H20N2O7S2

An isolated molecule of C18H20N2O7S2 in a non-equilibrium geometry (wB97M-V/def2-TZVPD, OMol25).

Last column: natural (NBO) charge in e.
Element x y z (Å)
S  1.850  0.687  0.262  2.32
S  -2.646  -2.464  0.065  2.31
O  -3.666  -2.756  -0.894  -0.94
O  -1.050  3.043  -1.498  -0.50
O  1.465  0.739  1.643  -0.93
O  5.322  -2.072  0.443  -0.52
O  2.229  1.902  -0.398  -0.95
O  -1.971  -3.539  0.728  -0.93
O  -0.095  3.788  0.463  -0.47
N  3.093  -0.416  0.010  -0.67
N  -3.315  -1.529  1.254  -0.84
C  0.536  -0.087  -0.672  -0.34
C  2.961  -1.623  0.803  -0.27
C  -2.576  1.410  -0.443  -0.29
C  5.436  -0.897  -0.325  -0.07
C  0.471  0.118  -2.038  -0.15
C  -0.072  3.907  -0.943  0.23
C  -1.488  -1.260  -2.124  -0.19
C  -3.932  -0.277  0.859  -0.26
C  -2.937  0.855  0.788  -0.05
C  -0.995  2.809  0.745  0.23
C  -1.596  2.371  -0.439  0.30
C  -0.392  -0.874  -0.017  -0.20
C  -1.405  -1.450  -0.758  -0.25
C  -1.352  2.282  1.962  -0.24
C  -0.545  -0.472  -2.771  -0.21
C  4.031  -2.620  0.345  -0.07
C  4.424  0.153  0.132  -0.26
C  -2.330  1.292  1.957  -0.23
H  -0.326  -1.007  1.051  0.26
H  5.268  -1.126  -1.388  0.17
H  1.966  -2.038  0.638  0.22
H  1.211  0.752  -2.499  0.24
H  -4.390  -0.468  -0.112  0.23
H  -0.301  4.946  -1.226  0.16
H  -2.724  -1.471  2.068  0.40
H  4.460  1.043  -0.494  0.24
H  -2.301  -1.729  -2.655  0.25
H  0.925  3.624  -1.312  0.18
H  -4.722  -0.049  1.582  0.22
H  3.087  -1.397  1.870  0.20
H  6.456  -0.537  -0.183  0.20
H  -3.042  1.094  -1.361  0.23
H  4.632  0.433  1.175  0.19
H  -0.884  2.616  2.871  0.24
H  -2.631  0.857  2.899  0.21
H  4.024  -3.506  0.981  0.20
H  -0.609  -0.315  -3.836  0.23
H  3.824  -2.910  -0.696  0.17

Properties
- HOMO level: -0.302 hartree
- Relative energy (zero: lowest compared OMol25 entry of this formula, charge and spin): 0.248 eV
- LUMO: 0.1 eV
- SMILES: O=S(=O)(NCc1ccc2c(c1)OCO2)c1cccc(S(=O)(=O)N2CCOCC2)c1
- Gap between HOMO and LUMO: 0.30756 Eh


No. 2
# C9H14O

A 2-piece molecular cluster, C9H14O overall in a non-equilibrium geometry (wB97M-V/def2-TZVPD, OMol25).

Last column: natural (NBO) charge in e.
Element x y z (Å)
O  1.024  -2.995  0.028  -0.69
C  -1.104  0.449  -0.854  -0.08
C  -1.433  -0.380  0.165  -0.17
C  -0.068  -0.048  -1.699  -0.17
C  1.950  2.132  2.060  -0.62
C  -0.675  -1.506  0.685  -0.31
C  0.473  -1.801  -0.056  0.31
C  0.550  2.541  1.516  -0.61
C  -1.821  1.638  -1.331  -0.63
C  0.769  -1.119  -1.252  -0.27
H  0.800  -3.627  0.726  0.49
H  -1.083  2.221  -1.872  0.22
H  -0.392  1.953  1.710  0.22
H  0.284  3.506  2.100  0.19
H  -2.532  -0.414  0.527  0.20
H  0.044  0.199  -2.798  0.22
H  -2.383  2.228  -0.580  0.23
H  1.489  -1.480  -1.836  0.21
H  -2.680  1.280  -2.023  0.22
H  2.640  2.956  1.946  0.21
H  0.686  2.771  0.513  0.20
H  -1.096  -2.027  1.510  0.22
H  1.747  1.629  3.011  0.21
H  2.435  1.325  1.432  0.20

Properties
- HOMO level: -0.298 hartree
- Relative energy (zero: lowest compared OMol25 entry of this formula, charge and spin): 2.279 eV
- LUMO: 0.8 eV
- SMILES: Cc1ccc(O)cc1.CC
- Gap between HOMO and LUMO: 0.32753 Eh


No. 3
# C29H21F9IrN4PS

C29H21F9IrN4PS as an isolated structure in a non-equilibrium geometry (wB97M-V/def2-TZVPD, OMol25).

Last column: natural (NBO) charge in e.
Element x y z (Å)
Ir  -0.022  0.424  -1.600  0.72
S  0.032  -1.616  -2.940  -0.10
P  -0.353  -0.412  0.616  1.25
F  0.338  1.757  6.802  -0.31
F  1.290  -6.939  1.137  -0.30
F  -5.353  2.970  -1.346  -0.32
F  2.206  -6.314  -0.714  -0.32
F  -6.620  1.232  -1.239  -0.30
F  0.146  -6.949  -0.696  -0.31
F  -6.423  2.536  0.468  -0.30
F  2.431  1.878  6.314  -0.31
F  1.597  0.019  7.022  -0.30
N  2.248  -2.784  -3.748  -0.73
N  2.525  -0.590  -3.146  -0.38
N  2.001  0.518  -2.688  -0.15
N  0.350  2.466  -2.270  -0.55
C  -1.061  -3.188  0.546  -0.23
C  -2.864  -0.443  -0.547  -0.22
C  -0.522  -0.417  3.366  -0.20
C  0.228  0.041  2.279  -0.41
C  2.541  1.698  -2.838  0.28
C  -2.597  1.095  1.308  -0.18
C  1.388  0.781  2.477  -0.12
C  -3.823  1.662  1.011  -0.15
C  -0.128  -0.086  4.648  -0.15
C  1.632  2.804  -2.561  0.16
C  0.653  -4.850  0.271  -0.09
C  1.069  -6.281  0.001  0.97
C  1.278  -2.560  0.548  -0.22
C  -2.105  0.049  0.524  -0.40
C  3.919  1.921  -3.338  -0.69
C  1.008  5.125  -2.615  -0.09
C  1.986  4.148  -2.705  -0.19
C  1.762  -1.647  -3.279  0.32
C  -4.099  0.112  -0.829  -0.13
C  1.017  0.681  4.839  -0.08
C  -5.768  1.969  -0.536  0.97
C  -0.690  -4.516  0.392  -0.16
C  -0.591  3.401  -2.220  0.09
C  -0.313  4.748  -2.406  -0.22
C  1.787  1.100  3.764  -0.19
C  -0.076  -2.208  0.585  -0.30
C  1.362  1.086  6.255  0.97
C  -4.551  1.193  -0.078  -0.08
C  1.644  -3.881  0.399  -0.17
H  3.207  -2.848  -4.055  0.43
H  1.634  -3.555  -3.960  0.43
H  2.682  1.680  3.935  0.26
H  2.035  -1.790  0.629  0.22
H  2.683  -4.172  0.381  0.25
H  4.427  0.974  -3.504  0.28
H  -4.699  -0.273  -1.640  0.26
H  -1.608  3.064  -2.050  0.23
H  -1.412  -1.015  3.217  0.24
H  -0.703  -0.409  5.505  0.26
H  -2.019  1.475  2.139  0.25
H  3.913  2.486  -4.271  0.27
H  -4.205  2.481  1.604  0.26
H  -1.439  -5.292  0.353  0.25
H  1.269  6.168  -2.719  0.26
H  -2.107  -2.937  0.649  0.23
H  3.008  4.416  -2.914  0.25
H  -1.118  5.465  -2.406  0.26
H  1.974  1.115  1.631  0.22
H  4.488  2.505  -2.612  0.26
H  -2.491  -1.267  -1.142  0.25

Properties
- HOMO level (alpha / beta): -0.533 / -0.533 hartree
- Relative energy (zero: lowest compared OMol25 entry of this formula, charge and spin): 3.071 eV
- Charge: +2
- LUMO (alpha / beta): -8.7 / -8.7 eV
- Gap between HOMO and LUMO (alpha / beta): 0.21293 / 0.21294 Eh


No. 4
# C8H14N2O6

An isolated molecule of C8H14N2O6 in a non-equilibrium geometry (wB97M-V/def2-TZVPD, OMol25).

Last column: natural (NBO) charge in e.
Element x y z (Å)
O  1.216  -3.204  -0.666  -0.58
O  1.123  -1.137  -3.089  -0.60
O  3.320  -0.904  -3.452  -0.68
O  -0.816  -2.249  -0.430  -0.76
O  0.639  0.405  2.968  -0.63
O  -2.058  -0.493  0.630  -0.72
N  1.204  -0.443  0.987  -0.60
N  -0.398  1.752  -0.228  -0.86
C  -3.182  1.455  1.420  -0.62
C  2.240  -0.908  -2.624  0.79
C  -0.598  1.366  1.218  -0.16
C  2.518  -0.774  -1.177  -0.53
C  -1.917  0.636  1.543  0.10
C  0.569  -2.217  -0.520  0.81
C  1.167  -0.780  -0.429  -0.19
C  0.496  0.436  1.748  0.66
H  2.955  -0.952  -4.350  0.50
H  3.197  -1.575  -0.708  0.27
H  1.796  -1.012  1.521  0.40
H  -2.381  -0.265  -0.243  0.50
H  0.513  -0.005  -0.908  0.28
H  -1.161  2.371  -0.526  0.37
H  -1.269  -1.516  0.200  0.50
H  -3.081  2.362  2.018  0.23
H  -1.829  0.272  2.586  0.23
H  -3.202  1.724  0.318  0.19
H  0.461  2.317  -0.310  0.38
H  -4.032  0.829  1.703  0.24
H  3.009  0.235  -1.123  0.24
H  -0.499  2.273  1.922  0.22

Properties
- HOMO level: -0.350 hartree
- Relative energy (zero: lowest compared OMol25 entry of this formula, charge and spin): 1.575 eV
- LUMO: 0.3 eV
- SMILES: C[C@@H](O)[C@H](N)C(=O)N[C@@H](CC(=O)O)C(=O)O
- Gap between HOMO and LUMO: 0.36057 Eh


No. 5
# C17H26N3O2S

An isolated ion of composition C17H26N3O2S and charge +1 in a non-equilibrium geometry (wB97M-V/def2-TZVPD, OMol25).

Last column: natural (NBO) charge in e.
Element x y z (Å)
S  -1.612  2.231  0.337  -0.16
O  -1.788  -5.717  -2.510  -0.48
O  0.095  -5.887  -3.823  -0.46
N  -0.010  0.386  1.491  -0.49
N  -0.937  -0.402  -0.836  -0.45
N  0.464  2.595  1.910  -0.54
C  -1.374  -1.288  0.256  -0.25
C  1.040  -0.130  0.637  -0.23
C  0.122  -2.238  -3.447  -0.20
C  2.256  4.510  3.490  -0.40
C  1.715  4.695  2.069  -0.41
C  -1.732  -3.267  -2.278  -0.29
C  0.362  4.034  1.822  -0.23
C  -0.955  -6.618  -3.218  0.23
C  -0.334  1.740  1.296  0.33
C  -1.468  -0.772  -2.178  -0.23
C  -0.127  -4.585  -3.526  0.25
C  0.585  -3.471  -3.901  -0.25
C  -1.116  -0.555  1.586  -0.24
C  -1.008  -2.124  -2.648  -0.09
C  -1.274  -4.479  -2.727  0.32
C  1.376  5.151  4.557  -0.61
C  0.535  -0.273  -0.819  -0.26
H  1.199  6.198  4.325  0.21
H  -1.142  0.002  -2.876  0.23
H  -0.537  -7.359  -2.522  0.17
H  -1.343  0.590  -0.563  0.44
H  2.389  3.449  3.718  0.18
H  -2.557  -0.743  -2.112  0.23
H  -2.437  -1.499  0.148  0.24
H  -0.375  4.393  2.547  0.22
H  1.903  0.535  0.666  0.23
H  -1.543  -7.133  -3.993  0.17
H  1.171  2.230  2.536  0.42
H  -0.007  4.286  0.823  0.23
H  3.245  4.968  3.529  0.22
H  -0.823  -2.229  0.195  0.23
H  0.799  0.611  -1.404  0.23
H  0.975  -1.154  -1.291  0.24
H  2.439  4.303  1.352  0.21
H  -2.632  -3.208  -1.689  0.23
H  1.342  -1.099  1.040  0.22
H  1.456  -3.551  -4.527  0.24
H  0.651  -1.348  -3.753  0.22
H  -2.004  -0.006  1.901  0.24
H  0.416  4.648  4.643  0.20
H  1.867  5.097  5.525  0.23
H  -0.870  -1.279  2.367  0.23
H  1.602  5.761  1.874  0.23

Properties
- HOMO level: -0.403 hartree
- Relative energy (zero: lowest compared OMol25 entry of this formula, charge and spin): 1.063 eV
- Charge: +1
- LUMO: -2.4 eV
- SMILES: CCCCNC(=S)N1CC[NH+](Cc2ccc3c(c2)OCO3)CC1
- Gap between HOMO and LUMO: 0.31503 Eh


No. 6
# C4H6N2O

A 2-piece molecular cluster, C4H6N2O overall in a non-equilibrium geometry (wB97M-V/def2-TZVPD, OMol25).

Last column: natural (NBO) charge in e.
Element x y z (Å)
O  0.211  0.918  0.948  -0.52
N  2.918  -2.431  2.188  -0.33
N  2.856  -1.340  2.551  -0.01
C  0.514  -0.796  -0.506  -0.50
C  -0.680  1.246  -0.167  -0.07
C  -0.805  -0.114  -0.925  -0.44
C  0.835  -0.160  0.615  0.49
H  -0.827  0.110  -2.067  0.21
H  -1.762  -0.390  -0.592  0.20
H  -0.003  1.940  -0.828  0.19
H  2.599  -3.320  2.471  0.35
H  0.743  -1.899  -0.767  0.24
H  -1.644  1.641  0.220  0.21

Properties
- HOMO level (alpha / beta): -0.316 / -0.277 hartree
- Relative energy (zero: lowest compared OMol25 entry of this formula, charge and spin): 7.244 eV
- LUMO (alpha / beta): 1.1 / -0.6 eV
- Gap between HOMO and LUMO (alpha / beta): 0.35510 / 0.25529 Eh


No. 7
# C3H2NOS2

An isolated ion of composition C3H2NOS2 and charge -1 in a non-equilibrium geometry (wB97M-V/def2-TZVPD, OMol25).

Last column: natural (NBO) charge in e.
Element x y z (Å)
S  -3.534  0.679  -0.056  -0.22
S  -1.097  -1.060  -0.022  0.29
O  0.752  2.740  -0.018  -0.62
N  1.258  0.448  -0.244  -0.51
C  -1.888  0.523  0.030  -0.50
C  0.843  1.537  0.006  0.75
C  0.745  -0.873  -0.382  -0.53
H  -1.368  1.420  0.165  0.19
H  1.286  -1.458  0.410  0.16

Properties
- HOMO level (alpha / beta): -0.097 / -0.097 hartree
- Relative energy (zero: lowest compared OMol25 entry of this formula, charge and spin): 3.554 eV
- Charge: -1
- LUMO (alpha / beta): 3.5 / 3.5 eV
- Gap between HOMO and LUMO (alpha / beta): 0.22525 / 0.22515 Eh


No. 8
# C6H13FN4

A 2-piece molecular cluster, C6H13FN4 overall in a non-equilibrium geometry (wB97M-V/def2-TZVPD, OMol25).

Last column: natural (NBO) charge in e.
Element x y z (Å)
F  1.639  -0.092  0.229  -0.41
N  -2.371  -0.583  0.136  -0.18
N  0.463  3.223  0.273  -0.74
N  4.303  -1.470  0.421  -0.77
N  -0.891  1.288  0.607  -0.35
C  2.637  -0.034  -0.703  0.03
C  -2.949  -1.837  0.600  -0.45
C  3.806  -0.696  -0.571  -0.02
C  -1.373  0.031  0.816  0.37
C  -2.910  0.002  -1.072  -0.47
C  -0.135  2.165  0.348  0.87
H  0.527  3.773  -0.611  0.50
H  -3.212  1.092  -1.061  0.27
H  4.415  -0.655  -1.484  0.23
H  -4.031  -1.569  0.626  0.27
H  -3.836  -0.533  -1.385  0.27
H  -2.828  -2.884  0.114  0.31
H  -0.772  -0.494  1.594  0.29
H  -2.532  -1.947  1.733  0.25
H  2.447  0.814  -1.440  0.16
H  -2.178  -0.257  -1.792  0.26
H  5.211  -1.853  0.205  0.41
H  0.482  3.879  1.101  0.51
H  4.089  -1.364  1.314  0.39

Properties
- HOMO level (alpha / beta): -0.501 / -0.501 hartree
- Charge: +2
- LUMO (alpha / beta): -10.1 / -10.1 eV
- Gap between HOMO and LUMO (alpha / beta): 0.13065 / 0.13077 Eh


Copy entry 8 word for word.
# C6H13FN4

A 2-piece molecular cluster, C6H13FN4 overall in a non-equilibrium geometry (wB97M-V/def2-TZVPD, OMol25).

Last column: natural (NBO) charge in e.
Element x y z (Å)
F  1.639  -0.092  0.229  -0.41
N  -2.371  -0.583  0.136  -0.18
N  0.463  3.223  0.273  -0.74
N  4.303  -1.470  0.421  -0.77
N  -0.891  1.288  0.607  -0.35
C  2.637  -0.034  -0.703  0.03
C  -2.949  -1.837  0.600  -0.45
C  3.806  -0.696  -0.571  -0.02
C  -1.373  0.031  0.816  0.37
C  -2.910  0.002  -1.072  -0.47
C  -0.135  2.165  0.348  0.87
H  0.527  3.773  -0.611  0.50
H  -3.212  1.092  -1.061  0.27
H  4.415  -0.655  -1.484  0.23
H  -4.031  -1.569  0.626  0.27
H  -3.836  -0.533  -1.385  0.27
H  -2.828  -2.884  0.114  0.31
H  -0.772  -0.494  1.594  0.29
H  -2.532  -1.947  1.733  0.25
H  2.447  0.814  -1.440  0.16
H  -2.178  -0.257  -1.792  0.26
H  5.211  -1.853  0.205  0.41
H  0.482  3.879  1.101  0.51
H  4.089  -1.364  1.314  0.39

Properties
- HOMO level (alpha / beta): -0.501 / -0.501 hartree
- Charge: +2
- LUMO (alpha / beta): -10.1 / -10.1 eV
- Gap between HOMO and LUMO (alpha / beta): 0.13065 / 0.13077 Eh